Record 1
Formula: C23H22FN5O3
Source: the Open Molecules 2025 dataset
Level of theory: ωB97M-V/def2-TZVPD

Each line ends with the Mulliken charge.
Element x y z (Å)
N -7.216 -1.439 -0.247  -0.368
C -6.167 -0.729 -0.725  0.194
O -5.921 -0.679 -1.908  -0.625
C -5.354 -0.036 0.368  0.206
C -4.452 1.064 -0.206  -0.991
H -5.034 1.709 -0.864  0.361
C -3.291 0.458 -0.997  -1.069
N -2.555 -0.464 -0.168  0.002
C -1.289 -0.345 0.271  1.402
O -0.734 -1.282 0.862  -0.857
C -0.537 0.893 0.045  0.046
C 0.864 0.895 0.069  -0.574
N 1.272 2.173 -0.075  0.966
N 0.218 2.998 -0.177  -1.338
C -0.862 2.259 -0.098  -0.607
H -1.820 2.738 -0.106  0.590
C 2.568 2.715 -0.031  0.235
C 3.503 2.247 0.884  0.212
C 4.764 2.812 0.916  -0.833
C 5.087 3.849 0.056  -0.424
C 4.142 4.330 -0.835  -0.622
C 2.880 3.767 -0.881  -0.542
H 2.130 4.127 -1.566  0.479
H 4.391 5.142 -1.501  0.366
H 6.075 4.283 0.084  0.387
H 5.495 2.443 1.618  0.383
H 3.245 1.449 1.565  0.476
N 1.642 -0.230 0.222  0.025
C 2.816 -0.497 -0.428  0.210
O 3.359 0.295 -1.171  -0.652
C 3.385 -1.844 -0.137  0.670
C 4.386 -2.297 -0.992  -0.650
C 4.955 -3.534 -0.766  0.358
C 4.565 -4.336 0.293  -0.493
C 3.579 -3.871 1.146  -0.755
C 2.988 -2.636 0.938  -0.450
H 2.230 -2.297 1.627  0.555
H 3.268 -4.479 1.981  0.393
H 5.032 -5.297 0.439  0.444
F 5.919 -3.977 -1.598  -0.322
H 4.705 -1.679 -1.817  0.520
H 1.054 -0.996 0.575  0.560
C -3.363 -1.585 0.257  -1.007
C -4.507 -1.069 1.130  -0.784
H -5.124 -1.909 1.455  0.426
H -4.084 -0.592 2.017  0.413
H -2.725 -2.271 0.818  0.440
H -3.760 -2.098 -0.625  0.402
H -2.630 1.230 -1.385  0.623
H -3.704 -0.100 -1.843  0.327
H -4.060 1.664 0.619  0.439
H -6.068 0.419 1.064  0.396
H -7.457 -1.461 0.727  0.202
H -7.804 -1.930 -0.899  0.255

Properties
charge	0
2S+1	1
energy relative to the best compared isomer or geometry (same formula, charge and spin)	0.00	kcal per mole
energy	-1489.096313	hartree
SMILES string	NC(=O)C1CCN(C(=O)c2cnn(-c3ccccc3)c2NC(=O)c2cccc(F)c2)CC1
Kohn-Sham gap	8.99	eV

=====

Record 2
Formula: C23H22HfN11O4S2
Source: the Open Molecules 2025 dataset
Level of theory: ωB97M-V/def2-TZVPD

Each line ends with the Mulliken charge.
Element x y z (Å)
Hf 0.149 0.118 0.118  0.764
O 3.729 -1.975 -0.855  -0.600
C 2.750 -1.284 -0.900  -0.067
N 2.220 -0.497 0.129  0.291
C 2.810 -0.465 1.385  -0.439
O 3.452 -1.325 1.940  -0.709
C 2.525 0.854 2.055  1.368
C 3.397 1.394 2.969  -0.883
C 3.100 2.646 3.491  -0.502
C 1.943 3.285 3.083  -0.889
C 1.110 2.656 2.174  -0.078
N 1.394 1.458 1.665  0.447
C 2.001 -1.043 -2.185  0.548
C 2.549 -1.413 -3.389  -0.743
C 1.844 -1.123 -4.547  -0.423
C 0.624 -0.474 -4.446  -0.923
C 0.148 -0.129 -3.196  -0.159
N 0.818 -0.421 -2.079  0.372
H 4.286 0.844 3.244  0.541
H 3.769 3.117 4.200  0.449
H 1.676 4.263 3.459  0.458
H 0.192 3.119 1.842  0.345
H 3.509 -1.914 -3.393  0.568
H 2.245 -1.394 -5.515  0.451
H 0.048 -0.217 -5.325  0.437
H -0.792 0.388 -3.066  0.513
O -1.710 -0.317 -0.780  -0.408
N -2.195 -1.472 -1.264  0.225
C -3.381 -1.382 -1.918  -0.228
C -3.973 -2.494 -2.429  -0.766
C -3.326 -3.728 -2.261  -0.173
C -2.130 -3.789 -1.601  -0.924
C -1.517 -2.630 -1.079  0.752
S -0.015 -2.638 -0.272  -0.307
H -3.781 -0.382 -1.986  0.452
H -4.915 -2.404 -2.949  0.446
H -3.772 -4.633 -2.655  0.411
H -1.606 -4.724 -1.461  0.469
N 1.626 -2.161 4.145  -0.540
N 0.461 -1.980 3.421  0.646
N -0.622 -2.686 3.631  -1.098
C -1.480 -2.115 2.789  -0.332
N -0.919 -1.108 2.120  -0.431
N 0.321 -1.022 2.562  0.784
H 1.570 -3.086 4.552  0.333
H 2.411 -2.052 3.504  0.334
H -2.498 -2.447 2.664  0.476
C -1.131 6.994 -2.327  -1.240
C -1.337 5.758 -1.506  1.011
C -2.368 5.679 -0.564  -0.949
C -2.461 4.517 0.151  -0.328
N -1.608 3.501 -0.035  -0.257
C -0.648 3.647 -0.959  0.479
S 0.504 2.365 -1.251  -0.455
N -0.492 4.750 -1.700  -0.514
H -0.691 7.778 -1.705  0.290
H -2.080 7.374 -2.708  0.361
H -0.455 6.786 -3.152  0.339
H -3.060 6.496 -0.407  0.391
H -3.229 4.370 0.902  0.461
O -1.362 1.399 1.162  -0.613
H -1.521 2.331 0.701  0.482
H -2.213 0.945 1.170  0.283

Properties
charge	+1
2S+1	1
energy relative to the best compared isomer or geometry (same formula, charge and spin)	0.00	kcal per mole
energy	-2637.314750	hartree
Kohn-Sham gap	8.05	eV